Computed, not measured: a molecular structure, C3HO3Sr, with ωB97M-V with the def2-TZVPD basis set.

Each line ends with the Mulliken charge.
Atoms and positions in Å:
O  0.1868  -1.0281  -0.5314  -0.150
C  -1.1673  -0.7961  -0.3727  -0.217
H  -1.8462  -1.5172  -0.8196  0.333
C  -1.6242  0.3173  0.1868  0.456
O  -1.8661  1.4701  0.2861  -0.397
C  0.9200  0.1143  -0.4003  -0.377
O  1.7633  -0.0222  0.5175  -0.581
Sr  3.6337  1.4618  1.1336  0.932

The value obtained for the LUMO energy (spin up / spin down) is -0.349 / -0.684 eV. The spin multiplicity is 2. The value obtained for the HOMO energy (spin up / spin down) is -6.03 / -7.10 eV. As for the gap between HOMO and LUMO (spin up / spin down): 0.209 / 0.236 hartree. The expectation value of S² is 0.75. Its total charge is 0. The calculation puts the total energy at -371.1780 hartree.

---

Computed, not measured: a molecular structure, C2H5NO3, with ωB97M-V with the def2-TZVPD basis set.

Each line ends with the Mulliken charge.
Atoms and positions in Å:
C  1.1363  0.1955  -0.3191  0.667
N  -1.6461  0.4277  0.4190  -0.439
C  0.2815  -0.7523  -0.7085  -0.509
O  -1.2267  -0.0461  -0.8626  -0.379
O  2.2961  -0.7238  -0.1471  -0.484
O  0.8989  1.2197  0.4030  -0.634
H  -0.3699  1.2434  0.6167  0.568
H  2.7633  -0.4238  0.6448  0.297
H  -1.9347  -0.4258  0.9141  0.264
H  -2.4950  0.9794  0.2712  0.256
H  0.2962  -1.6940  -1.2316  0.393

The value obtained for the LUMO energy is 0.486 eV. The spin multiplicity is 1. The value obtained for the HOMO energy is -8.27 eV. As for the gap between HOMO and LUMO: 0.322 hartree. Its total charge is 0. The calculation puts the total energy at -359.4933 hartree.

---

Computed, not measured: a molecular structure, C37H49BClIrN8S4, with ωB97M-V with the def2-TZVPD basis set.

Each line ends with the Mulliken charge.
Atoms and positions in Å:
Ir  0.0818  0.6830  -0.4517  1.126
C  -3.2390  -0.9533  -3.8981  -1.446
C  -4.0069  -0.9035  -2.5765  1.581
C  -4.0806  0.5387  -2.0981  -2.438
C  -5.4356  -1.4307  -2.7393  -1.816
N  -3.2918  -1.8341  -1.6323  0.756
C  -3.3015  -3.1897  -1.8973  -0.348
C  -2.5432  -3.7899  -0.9592  -1.380
N  -2.0497  -2.8129  -0.1328  -0.374
B  -1.0537  -3.2017  0.9888  1.744
N  -1.0890  -2.2855  2.2374  0.179
C  -1.9669  -2.5567  3.2543  -1.294
C  -1.8051  -1.6128  4.2029  -0.392
N  -0.8309  -0.7459  3.7561  0.556
C  -0.4236  -1.1521  2.5255  -0.513
S  0.8267  -0.4112  1.5574  -0.152
C  -0.3177  0.4028  4.5814  1.404
C  1.1714  0.2052  4.8562  -1.545
C  -1.0528  0.4204  5.9202  -2.374
C  -0.6190  1.7066  3.8576  -0.918
N  0.4077  -3.3142  0.4735  0.165
C  1.3076  -4.0855  1.1678  -1.349
C  2.4667  -4.0777  0.4860  -0.391
N  2.2818  -3.3010  -0.6429  0.656
C  1.0060  -2.8284  -0.6316  -0.616
S  0.2742  -1.6645  -1.6686  0.200
C  3.3828  -3.2396  -1.6647  1.141
C  3.0041  -2.5126  -2.9490  -1.792
C  3.7501  -4.6797  -2.0341  -1.701
C  4.5624  -2.5181  -1.0132  -1.337
C  -2.5218  -1.6222  -0.5421  -0.073
S  -2.1468  -0.1090  0.2319  -0.321
H  -3.7179  -0.2926  -4.6213  0.473
H  -3.2150  -1.9570  -4.3225  0.411
H  -2.2102  -0.6181  -3.7480  0.166
H  -4.6333  1.0840  -2.8652  0.649
H  -3.1029  0.9958  -1.9883  0.699
H  -4.6119  0.6403  -1.1529  0.355
H  -6.0191  -0.7018  -3.3003  0.452
H  -5.9084  -1.5698  -1.7666  0.409
H  -5.4800  -2.3717  -3.2860  0.424
H  -3.8479  -3.6100  -2.7190  0.557
H  -2.2939  -4.8263  -0.8188  0.643
H  -1.3783  -4.2974  1.3637  -0.256
H  -2.6049  -3.4215  3.2300  0.653
H  -2.2879  -1.5018  5.1526  0.551
H  1.3431  -0.7521  5.3512  0.403
H  1.5133  0.9990  5.5210  0.474
H  1.7599  0.2388  3.9438  0.228
H  -0.8460  -0.4663  6.5207  0.520
H  -2.1303  0.5345  5.8003  0.531
H  -0.6922  1.2866  6.4733  0.441
H  -0.2039  1.7201  2.8542  -0.337
H  -0.1918  2.5375  4.4211  0.496
H  -1.7001  1.8499  3.8087  0.533
H  1.0456  -4.5665  2.0934  0.643
H  3.4051  -4.5478  0.7084  0.607
H  2.0820  -2.8862  -3.3887  0.423
H  3.8191  -2.6856  -3.6525  0.689
H  2.9144  -1.4399  -2.7991  0.201
H  2.8916  -5.1979  -2.4635  0.394
H  4.1096  -5.2560  -1.1835  0.411
H  4.5456  -4.6608  -2.7782  0.441
H  4.2641  -1.5188  -0.6932  0.109
H  5.3721  -2.4219  -1.7367  0.457
H  4.9494  -3.0587  -0.1494  0.377
S  -2.5084  4.2385  -1.3929  -0.279
C  -2.6567  3.9148  0.2871  -0.548
C  -1.9272  2.8434  0.6884  -0.262
C  -1.2032  2.2393  -0.3905  -1.022
C  -1.4346  2.9067  -1.5617  0.955
C  -0.8004  2.3859  -2.7314  0.471
C  -0.8355  2.9813  -3.9878  -0.818
C  -0.1152  2.4257  -5.0187  -1.035
C  0.6243  1.2808  -4.7626  -0.943
C  0.6171  0.7375  -3.4994  0.175
N  -0.0995  1.2397  -2.4723  1.184
H  -3.2913  4.5388  0.8965  0.495
H  -1.9088  2.4872  1.7031  0.230
H  -1.4090  3.8872  -4.1271  0.613
H  -0.1123  2.8813  -5.9999  0.461
H  1.2176  0.8079  -5.5314  0.559
H  1.1688  -0.1618  -3.2967  0.006
C  3.6764  6.0712  2.4042  -1.524
C  2.7854  4.9531  1.9538  0.993
C  1.6946  5.1694  1.1238  -1.114
C  0.9234  4.0998  0.7020  -0.077
N  1.1514  2.8345  1.0577  0.649
C  2.1992  2.6306  1.8592  0.026
C  3.0260  3.6345  2.3240  -1.276
H  3.1917  7.0391  2.2883  0.385
H  4.5920  6.0827  1.8098  0.293
H  3.9649  5.9489  3.4479  0.388
H  1.4396  6.1679  0.7917  0.428
H  0.0954  4.2798  0.0308  0.007
H  2.3775  1.6045  2.1586  0.302
H  3.8569  3.3806  2.9706  0.467
Cl  2.7564  2.4312  -1.5378  -0.239
C  2.1355  0.8632  -0.8904  0.006
H  2.7412  0.6481  -0.0100  0.644
H  2.3792  0.1424  -1.6610  -0.766

The value obtained for the LUMO energy (spin up / spin down) is -2.209 / -3.313 eV. The spin multiplicity is 2. The value obtained for the HOMO energy (spin up / spin down) is -9.44 / -10.14 eV. As for the gap between HOMO and LUMO (spin up / spin down): 0.266 / 0.251 hartree. The expectation value of S² is 0.76. Its total charge is +1. The calculation puts the total energy at -4059.4672 hartree.

---

Computed, not measured: C5H13NO in the gas phase, with ωB97M-V with the def2-TZVPD basis set.

Each line ends with the Mulliken charge.
Atoms and positions in Å:
C  -0.0065  2.7971  -0.6502  -1.078
C  -1.1362  1.7814  -0.6578  -0.516
C  -0.6620  0.3265  -0.8167  -0.646
C  0.0692  -0.2055  0.4083  -0.453
N  -0.1101  -1.6554  0.5661  -0.315
C  1.1364  -2.3508  0.8604  -0.440
O  0.8610  -3.6783  1.2400  -0.558
H  0.6234  2.6632  -1.5396  0.298
H  0.5471  2.8083  0.2802  0.298
H  -0.4341  3.7721  -0.8905  0.357
H  -1.6790  1.8378  0.2886  0.302
H  -1.8769  1.9729  -1.4302  0.334
H  0.0251  0.3154  -1.6548  0.233
H  -1.4764  -0.3461  -1.0751  0.378
H  1.1385  -0.0197  0.3182  0.281
H  -0.2948  0.3459  1.2769  0.309
H  -0.7212  -1.8908  1.3464  0.221
H  1.7431  -2.3581  -0.0466  0.329
H  1.6688  -1.9302  1.7186  0.345
H  0.5846  -4.1856  0.4579  0.321

The value obtained for the LUMO energy is 1.073 eV. The spin multiplicity is 1. The value obtained for the HOMO energy is -9.01 eV. As for the gap between HOMO and LUMO: 0.371 hartree. Its SMILES is CCCCNCO. Its total charge is 0. The calculation puts the total energy at -328.2762 hartree.

---

Computed, not measured: 2 unconnected molecules or ions with the total composition C2H8N2O3, with ωB97M-V with the def2-TZVPD basis set.

Each line ends with the Mulliken charge.
Atoms and positions in Å:
C  -1.6773  0.2121  -1.6764  -0.654
C  0.3668  -0.9389  -1.2536  -0.697
O  -0.7625  -0.2683  -0.7009  -0.484
H  -2.0743  -0.6138  -2.2755  0.267
H  -1.1972  0.9391  -2.3410  0.294
H  -2.4955  0.6908  -1.1415  0.262
H  0.0515  -1.8337  -1.7996  0.318
H  0.9178  -0.2791  -1.9327  0.307
H  1.0086  -1.2129  -0.4190  0.256
N  1.1055  0.7046  1.7088  -0.115
N  2.2508  0.2498  3.3997  -0.283
O  1.5126  1.2729  2.8301  -0.038
O  -0.1902  1.0436  1.5445  -0.331
H  -0.4421  0.5975  0.6884  0.650
H  1.6255  -0.5637  3.3686  0.248

The value obtained for the LUMO energy (spin up / spin down) is 0.552 / -0.081 eV. The spin multiplicity is 1. The value obtained for the HOMO energy (spin up / spin down) is -9.78 / -8.71 eV. As for the gap between HOMO and LUMO (spin up / spin down): 0.380 / 0.317 hartree. Its total charge is 0. The calculation puts the total energy at -415.9734 hartree.

---

Computed, not measured: a molecular structure, C5H8O, with ωB97M-V with the def2-TZVPD basis set.

Each line ends with the Mulliken charge.
Atoms and positions in Å:
C  -1.2069  -0.9994  -0.6829  -0.812
C  -1.5691  0.4739  -0.6202  -0.679
C  -0.1856  0.0211  -0.3189  0.802
C  0.6935  0.1415  0.9163  -0.400
C  1.8191  0.3218  -0.1166  -0.355
O  0.8852  0.3211  -1.2078  -0.469
H  -1.1110  -1.4569  -1.6645  0.238
H  -1.5850  -1.6549  0.0974  0.252
H  -2.2078  0.8204  0.1894  0.244
H  -1.6972  0.9939  -1.5660  0.236
H  0.7651  -0.7474  1.5472  0.260
H  0.4969  1.0243  1.5306  0.223
H  2.3813  1.2600  -0.0673  0.235
H  2.5184  -0.5203  -0.1866  0.227

The value obtained for the LUMO energy is 1.209 eV. The spin multiplicity is 1. The value obtained for the HOMO energy is -8.97 eV. As for the gap between HOMO and LUMO: 0.374 hartree. Its total charge is 0. The calculation puts the total energy at -270.4795 hartree.

---

Computed, not measured: 3 unconnected molecules or ions with the total composition C5H12O, with ωB97M-V with the def2-TZVPD basis set.

Each line ends with the Mulliken charge.
Atoms and positions in Å:
C  -0.9375  -0.8124  1.7344  -1.279
C  0.3010  -0.0737  1.2218  -0.023
C  1.0254  -0.8270  0.1514  -0.704
C  1.3385  -0.3694  -1.0611  -0.063
C  0.8679  0.9576  -1.5800  -0.791
H  -0.7206  -1.8179  2.1012  0.335
H  -1.7117  -0.8312  0.9740  0.301
H  -1.3298  -0.2191  2.5667  0.334
H  0.9775  0.0718  2.0778  0.307
H  -0.0344  0.8993  0.8710  0.234
H  1.3518  -1.8193  0.4676  0.230
H  -0.7111  -1.4728  -1.1148  0.007
H  1.5468  -1.1084  -1.8337  0.303
H  -0.2280  1.1668  -1.3035  0.212
H  0.9849  0.9714  -2.6705  0.309
H  -2.3728  2.1251  -0.7521  0.089
H  1.4559  1.8009  -1.2062  0.251
O  -1.8038  1.3584  -0.6439  -1.051

The value obtained for the LUMO energy (spin up / spin down) is 4.357 / 3.819 eV. The spin multiplicity is 2. The value obtained for the HOMO energy (spin up / spin down) is -2.79 / -2.80 eV. As for the gap between HOMO and LUMO (spin up / spin down): 0.263 / 0.243 hartree. The expectation value of S² is 0.75. Its total charge is -1. The calculation puts the total energy at -272.7941 hartree.